{"formula": "C42H63N3OP2S3Ti", "method": "ωB97M-V/def2-TZVPD", "symbols": ["C", "C", "C", "H", "H", "H", "C", "C", "C", "H", "H", "N", "H", "H", "H", "H", "C", "S", "C", "H", "H", "H", "C", "H", "H", "H", "C", "Ti", "H", "P", "H", "H", "H", "C", "H", "H", "C", "H", "C", "H", "H", "H", "C", "H", "H", "H", "H", "C", "C", "C", "H", "S", "C", "C", "C", "C", "C", "H", "C", "H", "C", "H", "C", "H", "H", "H", "C", "H", "H", "C", "H", "P", "C", "H", "H", "C", "C", "S", "C", "H", "C", "H", "C", "H", "H", "H", "H", "C", "H", "N", "N", "H", "H", "C", "C", "H", "H", "O", "H", "H", "C", "C", "H", "H", "H", "H", "C", "H", "H", "H", "C", "C", "H", "C", "H"], "coordinates": [[1.519453, 0.983964, 3.073514], [2.047569, -4.714277, 1.786308], [1.987944, 0.570965, -4.470990], [2.692777, -5.277430, 1.128497], [4.690488, -2.262452, -1.934181], [3.744307, 0.121188, -3.358560], [2.678490, -1.668250, 5.266494], [-1.952119, 3.909909, -0.566237], [-1.909766, 0.827781, 5.045379], [-1.763468, 4.663128, 0.197220], [-1.604800, -2.533417, -0.503058], [-0.566523, -0.807066, -2.287635], [0.831068, -6.399296, 2.300901], [3.108088, -1.640965, -0.104197], [1.903206, 1.049709, 6.353709], [-0.142907, -4.360371, -5.191873], [-3.461095, 2.190218, 2.568077], [-1.690522, 2.510675, 2.762420], [-1.896539, -0.365210, -2.394404], [-0.594451, -5.121922, 3.859875], [3.120691, -2.879668, 1.507330], [-2.985829, 0.822303, 5.217538], [-4.506933, 0.600798, -2.380463], [2.970475, 0.923232, 0.480537], [-2.698292, -2.259023, 1.626410], [2.514561, 1.160568, -5.220292], [-1.995583, 4.240988, -3.987662], [-0.182307, -0.304820, -0.508611], [-5.096482, -1.447738, -2.637562], [-0.654317, 2.132920, -2.492665], [-3.980823, 3.141558, 2.436525], [-0.207792, -2.703842, 4.191735], [0.997911, 1.001600, -4.340493], [1.446606, -2.646006, 2.825806], [-1.659684, 4.992359, -3.276236], [5.540265, -1.534173, -0.588405], [2.281276, -3.361403, 1.985780], [-3.011741, 3.946325, -3.731309], [3.519861, -0.839693, -0.727833], [-0.998437, 1.107254, -5.120776], [4.329860, -0.012504, 1.099279], [-3.649855, 2.532325, -2.162003], [2.030035, 0.546937, 4.284115], [1.996255, -1.771869, 6.109041], [-3.877689, -0.422069, 3.764085], [-1.455891, 2.481663, -6.119311], [-2.801673, -2.314337, -2.582016], [-0.657730, -2.267307, -0.030736], [0.202124, -4.626712, 3.324899], [1.279326, -0.161897, 2.308237], [3.700957, 2.150576, -1.888553], [-1.509216, -0.594601, 3.999616], [1.004647, -5.343538, 2.449045], [-1.552080, 2.046331, -5.125733], [0.418713, -3.270990, 3.520405], [-0.469897, -2.688538, -3.907911], [-3.283502, -1.399113, 1.944856], [5.249256, -0.589927, -2.029511], [-1.444750, 2.179995, 4.520423], [2.852136, -2.643716, 4.818849], [2.784911, 0.623835, -3.175842], [1.879660, -0.439391, -4.857926], [-3.873627, 1.297714, 1.396715], [-0.157444, 2.019473, 0.444156], [-1.507861, -2.599743, -4.180440], [3.312082, -2.945850, -3.137028], [-1.061741, 3.039141, -4.069235], [-2.617605, 4.345886, -1.306417], [0.133402, -2.903304, -0.438256], [-2.118173, 1.027514, -2.269144], [-4.833627, 0.834262, 1.639319], [2.090488, -0.428052, -1.810977], [-3.141905, -1.156251, 3.438987], [-1.912283, 2.963117, 5.120573], [-1.455800, 0.663832, 6.024165], [1.657583, -3.798252, -4.178338], [0.279153, 2.904648, -0.058090], [-2.833456, -0.064038, 0.809574], [-0.640217, 3.424783, -1.159991], [-4.054621, 1.902032, 0.509729], [0.310772, -3.677780, -4.487706], [3.627879, -1.251626, 5.598376], [0.108048, -1.807237, -3.001045], [2.130624, 2.594402, -2.563564], [1.319037, 1.993319, 2.772897], [2.337926, 2.385964, 5.282449], [3.527952, 1.148324, 5.679501], [2.473894, 1.324523, 5.467465], [-0.073658, 3.403277, -4.384133], [1.673898, -1.244661, 3.040412], [2.106100, -0.789626, 4.262958], [0.396828, 3.637006, 0.741940], [1.265566, 2.632656, -0.439490], [3.847857, 0.347739, 0.190112], [-4.267365, -0.765174, -2.527826], [-5.521244, 0.974642, -2.392826], [-2.044767, 4.721395, -4.964756], [0.740669, -0.244930, 1.144081], [4.549814, 1.023855, -0.292868], [3.564191, 2.580935, -3.584138], [-3.449892, 1.475207, -2.243953], [1.488440, -1.881417, -2.726191], [-2.470407, 3.083582, -0.086776], [-3.385069, -2.091517, 3.948868], [2.253365, -4.576553, -4.629868], [-0.709965, -2.391956, 1.048429], [2.247337, -2.883825, -3.315965], [-3.825083, 1.765488, 3.498238], [-0.366906, 2.283188, 4.654918], [-4.330881, -1.638612, 1.747086], [-2.979357, -1.251469, -2.512107], [3.062992, 2.066781, -2.764809], [-0.138587, 4.273921, -1.646050], [4.809540, -1.339969, -1.373586], [-2.604120, 1.807652, -4.969249]], "atomic_forces_ev_per_a": [[0.17, -0.33, 0.14], [-0.02, 0.02, 0.02], [-0.05, -0.02, -0.03], [0.03, -0.04, -0.04], [-0.02, -0.01, -0.01], [-0.07, 0.03, 0.01], [0.06, -0.05, 0.03], [-0.05, 0.04, -0.04], [-0.12, -0.05, 0.07], [0.02, 0.07, 0.07], [0.00, -0.07, -0.02], [0.03, -0.21, -0.24], [-0.01, -0.05, -0.02], [-0.03, 0.02, -0.06], [-0.02, -0.02, 0.06], [-0.01, -0.04, -0.03], [0.01, 0.10, 0.12], [-0.01, 0.03, -0.01], [0.15, 0.00, -0.25], [-0.05, -0.04, 0.04], [0.04, 0.08, -0.01], [0.02, -0.02, -0.01], [0.04, 0.05, 0.01], [-0.06, 0.02, 0.02], [0.02, 0.01, 0.00], [0.02, 0.04, -0.06], [0.02, 0.01, 0.00], [-0.42, -0.11, -0.12], [-0.07, -0.07, -0.01], [-0.07, 0.06, 0.01], [0.03, -0.04, 0.06], [0.04, -0.01, 0.06], [-0.02, 0.01, 0.02], [-0.13, 0.00, 0.03], [0.04, 0.03, 0.03], [0.04, -0.01, 0.05], [0.03, 0.01, -0.09], [-0.07, -0.03, 0.03], [-0.02, -0.14, 0.19], [0.06, -0.04, 0.00], [0.03, -0.02, 0.04], [-0.02, 0.06, 0.02], [0.01, 0.05, -0.20], [0.03, -0.04, 0.01], [0.02, 0.01, 0.04], [-0.02, 0.03, -0.03], [0.00, -0.02, 0.02], [-0.05, 0.17, 0.02], [0.02, 0.09, -0.01], [-0.08, 0.00, 0.15], [0.02, -0.01, 0.05], [-0.04, 0.05, 0.01], [0.04, -0.02, -0.01], [-0.01, 0.00, 0.01], [-0.01, -0.17, -0.15], [0.12, 0.08, 0.00], [-0.01, -0.03, 0.00], [0.01, 0.03, -0.03], [-0.01, 0.14, 0.02], [0.02, 0.05, 0.09], [0.16, -0.01, 0.06], [0.00, -0.05, -0.01], [-0.17, -0.05, -0.22], [-0.01, 0.20, -0.08], [-0.10, 0.00, -0.03], [-0.07, 0.00, -0.01], [0.10, -0.01, -0.09], [-0.03, 0.02, -0.05], [0.06, 0.04, 0.00], [0.07, 0.07, 0.04], [-0.01, 0.02, -0.08], [-0.23, -0.19, 0.02], [-0.08, 0.04, 0.13], [0.02, 0.01, -0.03], [-0.01, -0.02, -0.02], [-0.03, 0.06, 0.04], [0.01, -0.20, 0.10], [0.15, -0.04, 0.16], [0.04, 0.08, -0.08], [0.06, -0.04, -0.04], [0.06, 0.00, 0.01], [-0.02, -0.05, 0.04], [-0.08, 0.05, 0.02], [-0.02, 0.01, -0.02], [-0.01, 0.13, -0.04], [0.01, 0.04, 0.01], [0.05, 0.01, 0.02], [-0.01, 0.06, 0.01], [-0.05, -0.04, 0.06], [0.01, 0.18, -0.12], [-0.07, 0.10, -0.15], [0.02, 0.05, 0.02], [-0.02, 0.02, 0.01], [-0.03, 0.01, 0.01], [0.11, -0.03, 0.03], [-0.03, 0.02, 0.00], [0.00, 0.02, -0.06], [0.48, 0.05, 0.36], [0.04, 0.04, -0.03], [0.03, 0.01, -0.03], [-0.02, -0.05, 0.02], [0.05, -0.05, -0.04], [-0.07, -0.09, 0.07], [-0.01, 0.06, -0.02], [0.03, -0.05, -0.03], [0.09, -0.05, 0.00], [0.07, -0.01, -0.07], [0.02, -0.01, 0.09], [-0.02, 0.02, -0.03], [0.02, -0.03, -0.06], [-0.08, 0.07, 0.02], [-0.02, 0.04, 0.05], [-0.01, -0.10, 0.02], [0.00, -0.04, -0.05], [-0.05, -0.02, 0.02]], "lowdin_charge": [0.046, -0.046, -0.088, 0.116, 0.060, 0.108, 0.046, -0.100, -0.495, 0.091, 0.028, -0.180, 0.117, 0.074, 0.100, 0.118, -0.482, 0.869, -0.346, 0.117, 0.109, 0.072, -0.048, 0.048, 0.056, 0.097, -0.100, 0.878, 0.121, 1.093, 0.088, 0.051, 0.024, -0.225, 0.069, 0.092, -0.009, 0.070, -0.519, 0.061, 0.089, 0.095, -0.242, 0.112, 0.068, 0.091, 0.113, -0.137, -0.042, -0.390, 0.061, 0.920, -0.048, -0.107, -0.044, 0.002, -0.480, 0.082, -0.519, 0.102, -0.490, 0.080, -0.473, 0.007, 0.105, 0.093, -0.533, 0.068, 0.043, -0.323, 0.097, 1.111, -0.475, 0.090, 0.079, -0.057, -0.167, 0.897, -0.531, 0.051, -0.044, 0.106, -0.300, 0.039, 0.118, 0.096, 0.098, 0.014, 0.106, 0.082, -0.031, 0.084, 0.054, -0.105, -0.038, 0.121, 0.091, -0.201, 0.077, 0.093, -0.099, -0.308, 0.036, 0.088, 0.114, 0.001, -0.059, 0.060, 0.047, 0.095, -0.031, -0.094, 0.118, -0.085, 0.080], "max_force_ev_per_a": 0.61, "homo_lumo_gap_ev": 6.91, "e_above_lowest_kj_mol": 143.2, "lumo_energy_ev": -5.498, "homo_ev": -12.4, "total_energy_ev": -125281.0659, "charge": 2}